# C36H28Cl3CuOP2SSi

A structure of composition C36H28Cl3CuOP2SSi (the ωB97M-V functional and the def2-TZVPD basis, the OMol25 dataset).

Atoms and positions in Å:
P1 -0.53669 -1.39156 -1.39104
H1 -6.99600 -0.72557 0.87704
H2 -1.63572 3.44283 1.78546
C1 -1.21171 -0.15167 2.85479
C2 -0.76572 3.54298 -1.99132
C3 -2.46918 -0.86321 -4.94501
H3 -2.19341 -0.73248 -5.98364
H4 -0.24016 -3.86111 -3.07568
C4 -0.58275 4.66410 -1.19573
C5 -2.36648 -4.66145 0.31221
H5 -4.57365 -0.70094 -5.32265
H6 -3.31156 1.97282 5.25047
H7 4.20646 -1.75000 -2.56745
C6 -3.80558 -0.84086 -4.57259
H8 -6.50671 3.18487 -0.79977
Cl1 3.40052 0.36953 1.44656
H9 -0.19149 5.57521 -1.63058
C7 -2.72072 1.36793 4.57422
C8 -1.60208 2.33164 -0.06348
H10 -0.25409 -0.97061 4.58368
C9 0.73090 -3.39412 -2.95495
C10 0.86091 -2.22226 -2.20624
S1 -0.07098 -1.05426 1.79804
C11 3.23402 -2.21156 -2.67911
H11 -2.06380 -3.91298 -1.67076
H12 -0.43860 -1.06420 -4.28338
C12 -4.97822 -0.02847 0.69004
Cl2 2.53611 3.28869 0.16502
C13 -6.07796 2.28340 -0.38025
H13 -1.65063 0.37498 6.15094
C14 -1.89284 -3.74456 -0.61447
H14 -2.88212 -5.55013 -0.02942
C15 3.09051 -3.37366 -3.42024
H15 -5.20044 -0.97432 -2.94472
H16 -0.72846 5.49639 0.78122
H17 -7.97785 1.33888 -0.07501
C16 -4.14462 1.02108 0.29565
C17 -1.48124 -1.05276 -3.98762
P2 -2.35163 0.77299 0.50179
Si1 1.83182 1.65018 1.15932
C18 -4.15893 -1.00072 -3.23879
H18 3.95415 -3.82043 -3.89681
C19 -3.17694 -1.19488 -2.27918
H19 1.73017 -4.87491 -4.13443
C20 -1.26842 2.37367 -1.42857
C21 -1.39508 3.46499 0.73037
H20 -1.35103 -3.14793 3.17311
C22 -6.90391 1.24670 0.02586
C23 -1.05073 -2.41173 1.17764
C24 -2.18178 -4.45049 1.67429
H21 -1.44208 1.50152 -2.05303
C25 1.83908 -3.96544 -3.55664
H22 -4.05974 2.99021 -0.56766
H23 -4.54789 -0.93337 1.11117
C26 -1.78654 0.47285 5.08155
C27 -1.51665 -3.32047 2.11567
H24 -3.46061 -1.32176 -1.24226
Cu1 0.27419 0.32781 -0.04042
C28 2.11984 -1.63882 -2.07807
H25 -0.52767 3.57782 -3.04751
C29 -1.83157 -1.23236 -2.64978
C30 -0.89063 4.62183 0.16240
O1 0.99048 -1.60546 2.65149
H26 2.24339 -0.72748 -1.49928
H27 -3.65544 2.17261 2.81543
C31 -1.01620 -0.29316 4.21794
C32 -1.21187 -2.60288 -0.19614
Cl3 1.15346 2.26985 2.99333
H28 -2.55817 -5.16752 2.39332
C33 -4.69733 2.17402 -0.24693
C34 -6.35295 0.08675 0.56245
C35 -2.90269 1.49318 3.20275
C36 -2.13580 0.74291 2.31754

Computed properties:
Orbital gap (spin up / spin down) in Eh: 0.2996 / 0.2170
Energy relative to the best compared isomer or geometry (same formula, charge and spin) in kJ/mol: 43.6
2S+1: 2
Strongest force on any atom in eV/A: 0.6
Charge: +1
E in Eh: -5855.2686
⟨S²⟩: 0.75

# C36H28Co2N2O5P

A structure of composition C36H28Co2N2O5P at a distorted geometry (the ωB97M-V functional and the def2-TZVPD basis, the OMol25 dataset).

Atoms and positions in Å:
C1 1.35909 -4.03269 -0.72866
C2 -0.76633 -2.47202 -2.10305
C3 -0.23463 -0.21239 2.50159
C4 2.00285 1.77852 -0.28837
C5 2.09262 2.61088 -1.41583
H1 -4.38361 -1.18617 -4.97434
C6 -2.52281 -0.31051 -3.24711
C7 0.72546 0.73004 2.12172
H2 5.05053 0.28607 -0.46460
C8 -3.82078 -0.83603 -2.91211
C9 -4.30178 -0.85719 -1.58433
H3 3.90960 -5.12254 -0.91712
H4 -2.32277 -0.06719 -4.29572
N1 2.15177 -4.71004 0.16115
O1 2.40618 -1.42952 -1.61466
H5 -5.79027 -1.57419 -0.21739
C10 3.05315 0.91158 0.02046
C11 -1.59975 -1.60302 -0.04944
C12 -0.01957 -1.03308 3.60808
H6 -7.19334 -2.61438 -2.01494
C13 -1.51291 -0.12212 -2.35420
N2 0.47557 -3.28353 -0.08065
C14 3.24943 -5.60551 -0.18674
O2 -1.03567 -3.43106 -2.69372
H7 -0.77758 -1.77096 3.87734
H8 2.35173 6.28579 1.73585
H9 2.86390 -6.53730 -0.62004
C15 -5.87845 -1.95509 -3.61595
C16 1.86260 0.91813 2.92087
Co1 -0.44118 -0.98933 -1.25816
H10 1.51010 -4.16292 -1.79424
C17 0.65269 -3.50779 1.25924
H11 5.22474 1.76854 -2.46942
O3 -1.45227 3.94779 -1.84819
P1 0.43192 1.78170 0.65217
C18 1.53084 5.58808 1.90461
C19 -4.68447 -1.32209 -3.93427
C20 0.47201 5.93015 2.74944
O4 -2.38245 -2.17105 0.59994
H12 2.97352 0.23524 0.86974
C21 4.31888 1.77423 -1.85779
H13 0.46074 6.90049 3.24880
C22 1.27160 -1.22264 -1.47650
H14 -1.16706 -0.29305 1.93912
H15 1.25475 3.26172 -1.68167
H16 -1.38771 3.07989 2.47319
C23 2.08345 0.08747 4.02443
H17 2.98977 0.20982 4.61720
C24 1.54748 4.34219 1.26795
H18 2.14216 -4.77965 2.33437
C25 1.70594 -4.38635 1.43183
H19 0.31946 1.14401 -2.71795
C26 -6.27435 -2.08080 -2.27186
C27 -1.35375 2.90526 -1.34426
H20 1.31920 -1.55961 5.20905
C28 0.49397 3.43875 1.45789
C29 1.14954 -0.89847 4.35875
H21 -3.75393 -0.29404 -0.82498
C30 4.22157 0.93778 -0.74336
H22 3.81516 -5.83674 0.72049
C31 -0.56704 3.78363 2.31084
Co2 -1.19469 1.35750 -0.58518
H23 2.57567 1.70745 2.67384
H24 -1.40225 5.27924 3.61716
C32 -0.57450 5.02401 2.95502
H25 2.38838 4.08324 0.62643
H26 -6.50789 -2.37074 -4.40601
C33 -0.36561 0.62976 -2.06850
H27 0.04414 -3.05485 2.02582
H28 3.29587 3.24168 -3.08628
C34 3.24681 2.60231 -2.20362
C35 -5.48765 -1.51049 -1.26369
C36 -2.49007 1.28029 0.57801
O5 -3.34776 1.36392 1.36246

Computed properties:
Orbital gap in Eh: 0.1844
Energy relative to the best compared isomer or geometry (same formula, charge and spin) in kJ/mol: 85.3
Strongest force on any atom in eV/A: 3.4
Charge: -1
E in Eh: -4981.1470

Q: Which formula does entry 1 have?
A: C36H28Cl3CuOP2SSi